{
  "formula": "C16H27N2O3S",
  "method": "ωB97M-V/def2-TZVPD",
  "lumo_ev": -2.6,
  "smiles": "C=C[C@H]1C[C@](CSCC)(CC(=O)O)[N@@H+](CC(C)C)[C@@H]1OC#N",
  "e_above_lowest_kcal_mol": 95.21,
  "molar_mass_g_mol": 327.47,
  "charge": 1,
  "elements": ["C", "C", "C", "C", "C", "C", "S", "C", "C", "C", "C", "O", "O", "N", "C", "C", "C", "C", "C", "O", "C", "N", "H", "H", "H", "H", "H", "H", "H", "H", "H", "H", "H", "H", "H", "H", "H", "H", "H", "H", "H", "H", "H", "H", "H", "H", "H", "H", "H"],
  "positions_angstrom": [[-3.9397, 0.8098, 2.1691], [-2.7811, 0.5032, 1.5972], [-2.6103, -0.7438, 0.7181], [-2.3985, -0.5304, -0.8667], [-0.8223, -0.5271, -1.0757], [-0.4172, 0.8856, -1.6311], [-1.1427, 2.3209, -0.7605], [0.1707, 3.2796, 0.0942], [1.5178, 3.4399, -0.6882], [-0.6914, -1.6006, -2.2563], [0.4758, -1.3228, -3.2430], [0.2161, -1.1017, -4.3696], [1.8230, -1.3255, -2.8779], [-0.1551, -1.0794, 0.1540], [0.7041, -0.2039, 1.0161], [2.1693, -0.0127, 0.5226], [2.9046, -1.3404, 0.1431], [2.9633, 0.6010, 1.7660], [-1.3104, -1.5583, 1.0047], [-1.4576, -3.0050, 0.8126], [-1.1166, -3.5953, 1.9620], [-0.5980, -4.1030, 2.8238], [-3.9762, 1.7089, 2.8098], [-4.8563, 0.2028, 2.0693], [-1.9186, 1.1784, 1.7259], [-3.5297, -1.3596, 0.7788], [-2.9694, 0.2832, -1.3545], [-2.9310, -1.4359, -1.2472], [-0.8126, 0.9245, -2.6722], [0.6875, 0.9115, -1.7277], [-0.2462, 4.3047, 0.2258], [0.3055, 2.8997, 1.1356], [1.5730, 4.4412, -1.1648], [1.6877, 2.6953, -1.4879], [2.3399, 3.4270, 0.0656], [-1.6131, -1.6053, -2.8704], [-0.5683, -2.6403, -1.8747], [2.0448, -0.4158, -2.6137], [0.3070, -1.9822, -0.0388], [0.7804, -0.6428, 2.0373], [0.2537, 0.8005, 1.1745], [2.2920, 0.7359, -0.2874], [3.8324, -1.1256, -0.4347], [2.3142, -2.0502, -0.4757], [3.2301, -1.8699, 1.0632], [3.7807, -0.0866, 2.0762], [3.4103, 1.5865, 1.5113], [2.2894, 0.6910, 2.6484], [-1.2015, -1.4797, 2.1042]],
  "nbo_charge": [-0.335, -0.229, -0.297, -0.415, 0.133, -0.576, 0.216, -0.531, -0.631, -0.524, 0.772, -0.486, -0.722, -0.435, -0.240, -0.254, -0.634, -0.606, 0.271, -0.490, 0.493, -0.313, 0.224, 0.213, 0.209, 0.266, 0.266, 0.234, 0.275, 0.220, 0.260, 0.200, 0.242, 0.202, 0.224, 0.272, 0.244, 0.488, 0.476, 0.245, 0.255, 0.216, 0.249, 0.203, 0.226, 0.234, 0.232, 0.209, 0.247]
}

---

{
  "formula": "C17H34O2P2Re",
  "method": "ωB97M-V/def2-TZVPD",
  "lumo_ev": [-8.9, -9.0],
  "e_above_lowest_kcal_mol": 212.23,
  "molar_mass_g_mol": 518.61,
  "charge": 2,
  "multiplicity": 4,
  "elements": ["P", "P", "C", "C", "H", "H", "H", "H", "C", "H", "H", "H", "C", "H", "H", "H", "C", "H", "H", "H", "C", "H", "H", "H", "Re", "C", "C", "C", "C", "C", "C", "C", "C", "C", "H", "H", "H", "H", "H", "H", "H", "H", "H", "H", "H", "H", "H", "H", "H", "C", "O", "C", "O", "H", "H", "H"],
  "positions_angstrom": [[1.0114, 0.8051, -1.2439], [-0.9559, -1.3640, -1.1216], [1.2192, -0.5258, -2.5724], [-0.1715, -1.0452, -2.8730], [1.8413, -1.3305, -2.1328], [1.7450, -0.0851, -3.4242], [-0.7673, -0.3512, -3.5092], [-0.1409, -2.0103, -3.3765], [-0.7412, -3.2239, -1.2831], [-1.0272, -3.7104, -0.3476], [0.3015, -3.4350, -1.5470], [-1.4007, -3.6217, -2.0615], [-2.6067, -1.5465, -2.0385], [-2.4124, -2.1135, -2.9549], [-3.0834, -0.6126, -2.3594], [-3.3401, -2.1177, -1.4600], [4.0546, 0.6435, -0.3868], [4.5321, 1.5999, -0.6471], [4.0702, -0.0127, -1.2731], [4.6996, 0.1463, 0.3669], [0.7557, 2.2951, -2.2160], [-0.2594, 2.6568, -2.0513], [0.9517, 2.0480, -3.2560], [1.4691, 3.0582, -1.9020], [2.1542, 0.7986, 0.4800], [-2.2443, -1.6387, 0.8566], [-1.3583, -2.2634, 1.7333], [0.1836, -2.3344, 1.5287], [1.2944, -1.2253, 1.5363], [-2.3395, 2.9694, -0.9703], [-2.7641, 2.2307, 0.0426], [-2.4111, 0.7455, -0.1168], [-2.7018, -0.1838, 1.0565], [2.5752, 2.7997, 0.6555], [-3.0169, -2.3113, 0.4514], [-1.6813, -2.4072, 2.7775], [0.3902, -2.8128, 0.5460], [0.4714, -3.0973, 2.2900], [1.5738, -0.9717, 2.5883], [2.1879, -1.6807, 1.0461], [-2.3216, 4.0013, -1.3560], [-3.4140, 2.4301, 0.9147], [-1.3325, 0.7327, -0.4532], [-2.9943, 0.3935, -0.9780], [-2.2315, 0.2794, 1.9324], [-3.7954, -0.1836, 1.2145], [1.6717, 3.4082, 0.7907], [3.2429, 3.2327, -0.1021], [3.0897, 2.8276, 1.6368], [1.0373, 0.9303, 4.3643], [1.6987, 1.3524, 3.1404], [0.8650, 1.4766, 2.0321], [-0.2837, 1.8543, 2.0597], [0.2045, 1.6103, 4.5850], [1.8004, 1.0118, 5.1362], [0.7051, -0.1218, 4.2521]],
  "mulliken_spin": [0.042, -0.049, 0.018, 0.009, -0.001, -0.001, 0.005, 0.004, 0.010, -0.006, 0.004, 0.000, -0.012, 0.002, -0.007, 0.000, -0.007, 0.006, 0.004, 0.004, 0.068, 0.011, -0.001, 0.004, 1.114, 0.075, 0.644, 0.087, -0.035, 0.958, -0.173, 0.201, 0.109, -0.066, 0.070, -0.045, 0.009, -0.039, -0.012, 0.003, 0.027, 0.074, -0.085, -0.022, 0.007, -0.009, 0.026, 0.005, 0.016, 0.001, -0.006, -0.063, 0.023, 0.001, 0.000, 0.000]
}

---

{
  "formula": "C28H63ClN4O3SSi",
  "method": "ωB97M-V/def2-TZVPD",
  "lumo_ev": 0.3,
  "smiles": "[H]/N=C\\C[Si@](CCOC=O)(CSCC)CC(=O)Cl.CCN(CC)CC.CCN(CC)CC.CCN(CC)CC",
  "molar_mass_g_mol": 599.44,
  "elements": ["H", "N", "C", "C", "Si", "C", "C", "O", "C", "O", "C", "S", "C", "C", "C", "C", "O", "Cl", "H", "H", "H", "H", "H", "H", "H", "H", "H", "H", "H", "H", "H", "H", "H", "H", "H", "C", "C", "N", "C", "C", "C", "C", "H", "H", "H", "H", "H", "H", "H", "H", "H", "H", "H", "H", "H", "H", "H", "C", "C", "N", "C", "C", "C", "C", "H", "H", "H", "H", "H", "H", "H", "H", "H", "H", "H", "H", "H", "H", "H", "C", "C", "N", "C", "C", "C", "C", "H", "H", "H", "H", "H", "H", "H", "H", "H", "H", "H", "H", "H", "H", "H"],
  "positions_angstrom": [[1.6050, 3.7856, -1.8926], [0.5839, 3.8275, -1.8728], [0.0857, 3.3668, -2.9367], [0.8080, 2.7950, -4.1315], [1.3724, 1.0060, -3.9073], [0.2659, 0.0856, -2.7216], [-1.2246, 0.1945, -2.9812], [-1.8388, -1.0324, -2.5162], [-2.9616, -1.4168, -3.1437], [-3.8803, -0.7019, -3.4054], [3.1472, 0.8249, -3.3157], [3.5456, 1.9863, -2.0028], [5.3052, 1.6456, -1.7218], [5.6587, 0.1710, -1.6116], [1.3055, 0.2384, -5.6509], [2.0571, -1.0572, -5.6894], [2.0500, -1.9052, -4.8631], [3.0604, -1.2649, -7.1547], [-1.0055, 3.3742, -3.0083], [0.1179, 2.7965, -4.9830], [1.6487, 3.4380, -4.4106], [0.5044, 0.4425, -1.7152], [0.5581, -0.9661, -2.7955], [-1.4766, 0.3394, -4.0362], [-1.6503, 1.0257, -2.4161], [-2.9353, -2.4880, -3.3916], [3.8326, 0.9353, -4.1648], [3.2468, -0.2002, -2.9456], [5.5262, 2.1525, -0.7807], [5.8796, 2.1279, -2.5153], [6.6937, 0.0686, -1.2786], [5.0222, -0.3313, -0.8790], [5.5706, -0.3432, -2.5692], [0.2699, 0.0422, -5.9477], [1.7435, 0.9439, -6.3571], [0.9318, -3.7809, 2.5812], [1.3585, -2.3628, 2.2350], [1.3753, -2.1013, 0.8083], [2.0548, -0.8646, 0.4570], [1.4487, 0.4609, 0.9318], [0.1312, -2.3654, 0.1005], [-1.1391, -1.6499, 0.5765], [1.5501, -4.5083, 2.0532], [1.0432, -3.9470, 3.6538], [-0.1122, -3.9701, 2.3289], [2.3795, -2.2084, 2.5966], [0.7232, -1.6561, 2.7947], [2.1565, -0.8410, -0.6332], [3.0738, -0.9373, 0.8517], [0.5539, 0.7320, 0.3716], [2.1739, 1.2651, 0.7926], [1.1883, 0.4306, 1.9911], [-0.0541, -3.4424, 0.1235], [0.3063, -2.1266, -0.9496], [-1.2559, -1.7000, 1.6605], [-2.0128, -2.1281, 0.1314], [-1.1610, -0.6029, 0.2763], [6.0840, -0.6973, 7.9880], [5.9463, -0.5544, 6.4802], [5.2461, -1.6686, 5.8644], [5.3558, -1.6937, 4.4167], [4.7235, -0.5421, 3.6275], [3.9275, -1.9633, 6.4041], [2.8715, -0.8502, 6.3752], [6.5496, -1.6502, 8.2432], [6.7079, 0.1073, 8.3791], [5.1211, -0.6388, 8.4966], [6.9456, -0.5262, 6.0364], [5.4842, 0.4211, 6.2583], [4.9301, -2.6402, 4.0704], [6.4218, -1.7379, 4.1723], [3.6365, -0.6095, 3.6161], [5.0633, -0.5790, 2.5898], [5.0012, 0.4346, 4.0260], [4.0539, -2.2891, 7.4389], [3.5484, -2.8382, 5.8690], [3.2835, 0.1050, 6.7048], [2.0519, -1.1041, 7.0500], [2.4442, -0.7076, 5.3832], [-6.1147, 0.2016, -1.0006], [-6.9470, 0.7941, -2.1253], [-8.3679, 0.8492, -1.8203], [-9.1970, 1.1370, -2.9770], [-9.0469, 2.5051, -3.6536], [-8.7218, 1.5433, -0.5930], [-8.2794, 3.0049, -0.4417], [-6.4934, -0.7823, -0.7181], [-5.0840, 0.0933, -1.3364], [-6.1068, 0.8341, -0.1115], [-6.8338, 0.1635, -3.0111], [-6.5267, 1.7766, -2.3943], [-10.2408, 0.9971, -2.6812], [-8.9876, 0.3609, -3.7196], [-9.4957, 3.3057, -3.0666], [-9.5487, 2.4911, -4.6232], [-8.0001, 2.7559, -3.8298], [-8.3109, 0.9743, 0.2440], [-9.8076, 1.4773, -0.4843], [-7.2428, 3.1445, -0.7522], [-8.3512, 3.3045, 0.6057], [-8.8988, 3.6891, -1.0201]],
  "lowdin_charge": [-0.009, 0.096, -0.329, -0.220, 0.580, -0.205, -0.199, -0.055, -0.344, 0.091, -0.556, 0.827, -0.532, -0.157, -0.220, -0.865, 0.051, 0.640, 0.099, 0.078, 0.089, 0.065, 0.083, 0.119, 0.123, 0.150, 0.063, 0.039, 0.068, 0.070, 0.075, 0.063, 0.066, 0.102, 0.073, -0.085, -0.276, -0.185, -0.245, -0.079, -0.234, -0.074, 0.081, 0.069, 0.065, 0.098, 0.105, 0.092, 0.096, 0.046, 0.056, 0.068, 0.106, 0.091, 0.068, 0.069, 0.054, -0.092, -0.277, -0.201, -0.246, -0.085, -0.244, -0.078, 0.080, 0.072, 0.064, 0.117, 0.101, 0.110, 0.110, 0.037, 0.065, 0.069, 0.100, 0.111, 0.067, 0.072, 0.049, -0.087, -0.272, -0.202, -0.253, -0.087, -0.249, -0.083, 0.083, 0.050, 0.066, 0.115, 0.103, 0.110, 0.109, 0.054, 0.068, 0.065, 0.099, 0.113, 0.066, 0.070, 0.053]
}

---

{
  "formula": "C7H12",
  "method": "ωB97M-V/def2-TZVPD",
  "lumo_ev": 1.0,
  "e_above_lowest_kcal_mol": 97.62,
  "molar_mass_g_mol": 96.17,
  "elements": ["C", "C", "C", "C", "C", "C", "C", "H", "H", "H", "H", "H", "H", "H", "H", "H", "H", "H", "H"],
  "positions_angstrom": [[-1.4514, 1.5858, 1.2472], [-0.2599, 1.3050, 0.3331], [0.3234, -0.0801, 0.5736], [-0.4677, -1.3530, 0.1767], [0.8249, -2.0084, -0.4044], [1.0715, -0.7075, -1.7796], [1.4510, -0.6319, -0.3043], [-1.8776, 2.5772, 1.0620], [-1.1559, 1.5390, 2.3019], [-2.2458, 0.8454, 1.0940], [-0.5756, 1.4063, -0.7140], [0.5219, 2.0598, 0.4934], [0.6247, -0.1578, 1.6260], [-1.2842, -1.1987, -0.5383], [-0.8630, -1.9522, 1.0037], [0.6830, -1.7988, -1.9198], [1.9491, -0.7026, -2.4243], [0.2741, -0.0384, -2.1015], [2.5100, -0.4515, -0.1137]],
  "nbo_charge": [-0.604, -0.396, -0.217, -0.510, -0.040, -0.568, -0.306, 0.211, 0.203, 0.203, 0.189, 0.204, 0.206, 0.215, 0.233, 0.285, 0.251, 0.228, 0.213]
}

---

{
  "formula": "C6H15N4O",
  "method": "ωB97M-V/def2-TZVPD",
  "lumo_ev": -3.1,
  "e_above_lowest_kcal_mol": 0.00,
  "molar_mass_g_mol": 159.21,
  "charge": 1,
  "elements": ["C", "C", "C", "C", "C", "C", "N", "N", "N", "N", "O", "H", "H", "H", "H", "H", "H", "H", "H", "H", "H", "H", "H", "H", "H", "H"],
  "positions_angstrom": [[-0.5026, 0.2562, 0.0535], [-0.5852, -0.3933, -1.1209], [-1.2183, -0.1463, 1.2868], [0.1962, -0.0298, -2.3449], [-1.5519, -1.4933, -1.4293], [0.4880, 1.3099, 0.4013], [-2.5935, -0.0112, 1.0929], [1.5241, 1.1503, 1.1419], [0.4128, 2.5088, -0.2243], [2.5157, -1.2918, 1.7665], [-0.6292, -0.4023, 2.3028], [1.2019, 0.3978, -1.9738], [-0.4462, 0.4928, -3.0204], [0.5633, -0.9752, -2.8888], [-2.6199, -1.4437, -1.0000], [-1.6606, -1.4398, -2.4473], [-0.9897, -2.4443, -1.2725], [-2.9020, 0.8750, 0.6557], [-3.2683, -0.1961, 1.8566], [2.1190, 2.0317, 1.3398], [1.9740, 0.1614, 1.5128], [-0.3059, 2.3968, -0.9947], [0.7132, 3.4932, -0.0508], [3.4583, -1.3403, 1.7659], [2.0703, -1.8083, 0.9280], [2.0364, -1.6582, 2.6633]],
  "nbo_charge": [-0.304, 0.189, 0.676, -0.684, -0.670, 0.561, -0.843, -0.715, -0.795, -1.054, -0.555, 0.228, 0.251, 0.249, 0.263, 0.223, 0.247, 0.400, 0.411, 0.404, 0.460, 0.410, 0.449, 0.385, 0.395, 0.421]
}